No. 1
A cluster of 9 separate species, C20H58O16 in total, computed with ωB97M-V/def2-TZVPD.

XYZ file:
```
94
Properties=species:S:1:pos:R:3:forces:R:3:lowdin_charge:R:1
C -3.7855 -25.2347 -15.6103 -0.0700 1.7830 -0.4398 -0.085
C -2.6100 -25.1428 -14.6394 -1.5938 -2.0748 -0.4137 -0.452
C -2.9441 -24.0940 -13.5674 1.4548 -1.0177 -0.1406 -0.055
O -2.5268 -26.4916 -14.0627 0.4148 1.0489 0.8984 -0.081
H -4.7064 -25.2780 -15.0287 -0.0355 -0.5331 -0.1470 0.082
H -3.7598 -25.9223 -16.4556 0.2503 -0.5765 0.5176 0.076
H -3.8427 -24.2731 -16.1203 -0.1104 0.3603 -0.1106 0.069
H -1.6843 -24.9280 -15.1733 0.1240 0.2411 0.1768 0.130
H -3.7705 -24.3681 -12.9116 -0.3158 0.0232 -0.5223 0.084
H -3.0591 -23.1482 -14.0969 -0.2166 0.0768 0.3876 0.083
H -2.0806 -24.0589 -12.9033 0.0952 0.4100 0.0442 0.075
H -2.2737 -27.1377 -14.7262 0.0024 0.2603 -0.2481 0.075
C -10.9554 -24.4430 -11.9906 0.0930 -0.0216 0.1155 -0.061
C -10.6111 -23.2951 -11.0575 -1.1610 0.7116 -1.9996 -0.550
C -11.7217 -22.2452 -11.1218 0.4641 1.2319 -0.5166 -0.065
O -10.5197 -23.7518 -9.7773 0.3906 -1.0050 2.3543 -0.025
H -10.2098 -25.2338 -11.9072 -0.1131 -0.1076 -0.0442 0.077
H -11.0195 -24.1091 -13.0262 0.0521 0.0148 0.0024 0.077
H -11.9385 -24.8046 -11.6892 0.0281 -0.3034 -0.0650 0.083
H -9.6870 -22.8187 -11.3849 0.1807 0.0425 -0.0519 0.137
H -11.9705 -21.9685 -12.1463 0.0543 -0.2288 -0.2474 0.072
H -11.3005 -21.3244 -10.7181 -0.2467 0.1426 0.3748 0.071
H -12.6721 -22.4438 -10.6265 0.3112 -0.5288 0.2417 0.083
H -9.6945 -23.5122 -9.3491 -0.0343 0.0617 -0.1584 0.101
O -6.7548 -25.2173 -3.3112 -0.5825 0.0452 0.1637 -0.057
C -5.4412 -25.6807 -3.1751 1.5937 0.8098 -0.0882 -0.277
C -4.6643 -25.4093 -4.5004 1.0220 0.1323 1.5100 -0.175
O -3.1907 -25.3329 -4.2190 -2.1505 -0.5639 -0.7699 -0.091
H -7.3913 -25.9355 -3.2856 0.1447 -0.0809 -0.0044 0.088
H -4.8955 -25.1527 -2.3931 -0.2790 0.8660 0.0151 0.109
H -5.3273 -26.6738 -2.7406 -0.4356 -0.6720 -0.8287 0.116
H -4.8711 -24.4160 -4.8987 -0.2727 -0.0506 0.3556 0.113
H -5.0452 -26.1220 -5.2319 0.8606 -0.3044 -0.3463 0.109
H -2.9001 -26.2085 -3.9535 0.0752 -0.1595 -0.0104 0.066
O -5.2762 -13.1625 -0.1669 0.3756 0.4259 1.0815 -0.081
C -4.4354 -12.3629 -1.0045 -0.6809 -2.0608 -0.0007 -0.235
C -5.0037 -12.6324 -2.3928 1.0220 2.3267 0.2248 -0.235
O -6.3024 -12.0140 -2.5596 0.4764 -1.2784 -0.2797 -0.064
H -6.0142 -13.4521 -0.7084 -0.1710 0.1636 0.2105 0.065
H -4.2934 -11.3468 -0.6363 -0.7824 0.3149 -0.3089 0.116
H -3.4267 -12.7734 -0.9577 0.1726 -0.2992 -0.0968 0.110
H -5.0595 -13.7120 -2.5323 -0.4688 0.1428 -0.0047 0.126
H -4.2067 -12.2789 -3.0469 -0.4680 0.2744 -0.9146 0.111
H -6.2745 -11.0566 -2.6247 0.5174 -0.0133 0.0781 0.088
O 0.0750 -17.6963 -11.4372 -0.3664 -0.8740 -0.1344 -0.075
C 1.3839 -17.8689 -10.9320 0.9197 1.1029 -0.8213 -0.226
C 2.3771 -16.7406 -11.4974 0.3000 -2.0106 -0.5800 -0.178
O 2.7121 -17.0200 -12.8923 -1.0497 0.4835 0.2777 -0.098
H -0.2664 -16.8082 -11.5652 0.6793 0.2366 0.3273 0.085
H 1.3810 -18.0442 -9.8562 0.0000 0.9637 0.4060 0.101
H 1.7230 -18.8499 -11.2648 0.0621 0.1016 -0.6418 0.107
H 3.3836 -16.7130 -11.0801 -0.4560 0.0351 1.1946 0.106
H 1.9101 -15.7592 -11.4153 -0.0055 -0.0346 -0.1973 0.107
H 3.5542 -17.4795 -12.9277 -0.0952 -0.0018 0.1725 0.071
O -10.4925 -13.6709 -8.9975 -0.0237 0.1245 -0.5718 -0.057
C -10.8830 -14.9245 -8.5037 -1.1836 -0.0722 -0.3190 -0.259
C -10.5826 -15.0071 -7.0363 2.5998 -1.9634 0.2982 -0.303
O -10.8101 -13.8228 -6.4253 -1.9137 2.9895 0.7673 -0.047
H -11.1235 -13.0546 -8.6184 0.2137 0.3462 0.0678 0.083
H -11.9538 -15.0916 -8.6204 -0.3954 0.2733 -0.2341 0.114
H -10.4413 -15.6941 -9.1368 0.4434 -0.0715 0.4650 0.124
H -9.5058 -15.1559 -6.9560 0.3296 -0.7176 -0.0340 0.119
H -11.0880 -15.8291 -6.5294 -0.1755 -0.2865 -0.2022 0.121
H -10.3288 -13.6186 -5.6202 0.1637 -0.6174 -0.2410 0.106
O -6.3522 -20.4569 -8.0019 -0.3788 -0.4231 0.4037 -0.081
C -5.3561 -19.4993 -8.3189 -0.1511 -1.2875 0.3607 -0.235
C -4.5560 -19.0725 -7.0929 -0.1296 0.4007 -1.0829 -0.250
O -5.3376 -18.2097 -6.3078 -0.6465 0.4793 0.8048 -0.067
H -6.6573 -20.2745 -7.1101 -0.2647 0.0967 0.0832 0.071
H -4.7427 -20.0483 -9.0334 0.3786 0.4855 -0.1156 0.119
H -5.8759 -18.6737 -8.8049 0.5148 0.4974 0.0605 0.119
H -3.7029 -18.5212 -7.4884 0.4656 -0.1329 0.2743 0.115
H -4.2927 -19.8508 -6.3767 0.5978 -0.7462 -1.0131 0.127
H -5.2244 -18.5724 -5.4262 -0.4196 0.6213 0.2363 0.083
O -6.3465 -11.4320 -9.9231 0.2997 -0.2664 -0.6216 -0.063
C -5.5034 -12.0589 -8.9589 -1.7406 1.3965 0.8944 -0.273
C -5.0516 -13.3972 -9.3164 1.7132 -0.5330 -1.7222 -0.240
O -4.2348 -13.2734 -10.5078 0.2349 -0.7150 0.3933 -0.077
H -7.1148 -12.0049 -9.9786 -0.3677 0.1346 -0.2066 0.081
H -4.6748 -11.3698 -8.7961 -0.0155 -0.1993 0.1288 0.130
H -6.1618 -12.1436 -8.0943 0.5221 0.0816 0.8317 0.119
H -5.8366 -14.1401 -9.4576 -0.2447 0.0752 0.0263 0.122
H -4.3603 -13.7578 -8.5548 -0.1101 -0.1344 0.0879 0.123
H -4.7629 -13.1026 -11.2911 -0.3332 0.1345 0.2049 0.077
O -11.3703 -20.8755 -4.9562 -1.1165 -0.2508 1.5133 -0.081
C -11.2487 -21.1484 -3.5134 1.1590 1.2196 -1.6743 -0.198
C -10.0437 -20.3742 -2.9711 -0.7145 0.1395 0.5575 -0.270
O -8.8274 -20.7824 -3.5716 -0.5113 -0.2920 0.2484 -0.060
H -10.5397 -21.0137 -5.4174 0.3261 -0.1292 0.4512 0.068
H -12.1280 -20.8260 -2.9558 -0.2655 0.1878 -0.5880 0.117
H -11.1466 -22.2168 -3.3229 0.1968 -0.2073 -0.1022 0.110
H -10.0513 -20.5560 -1.8964 0.3429 -0.1238 0.3744 0.110
H -10.1165 -19.2901 -3.0585 -0.2713 -0.0958 -0.4709 0.122
H -8.8608 -21.7125 -3.3362 0.8958 -0.4508 -0.3319 0.081
```
Forces are in eV/Å.

The multiplicity is 1. The calculation puts the frontier orbital gap at 0.3691 Eh. The SMILES is CC(C)O.CC(C)O.OCCO.OCCO.OCCO.OCCO.OCCO.OCCO.OCCO. The relative energy (zero: lowest compared OMol25 entry of this formula, charge and spin) is 377.8 kJ/mol.

---

No. 2
A cluster of 10 separate species, C26H54N10O6 in total, computed with ωB97M-V/def2-TZVPD.

XYZ file:
```
96
Properties=species:S:1:pos:R:3:forces:R:3:lowdin_charge:R:1
C -4.2174 2.3850 -2.6050 0.1566 0.5705 -0.0997 -0.032
N -2.8980 2.8084 -3.0440 0.7002 0.3209 -0.0566 -0.180
C -2.5720 4.1896 -3.2075 -3.3420 0.8249 0.3579 -0.052
C -1.9061 1.9146 -3.1333 -2.4741 -3.0802 0.4795 -0.380
O -0.7405 2.0036 -3.3751 1.8271 1.3206 -0.5747 0.020
H -4.0887 1.4601 -2.0920 -0.1351 -0.7684 0.3691 0.032
H -4.8445 2.2143 -3.4705 -0.4563 0.1477 -0.0731 0.091
H -4.6876 3.0936 -1.8947 0.4053 -0.1463 -0.5313 0.105
H -3.2197 4.6888 -3.9567 0.4478 -0.4678 -0.1185 0.103
H -2.9051 4.6804 -2.2910 0.7118 0.3879 0.2470 0.091
H -1.5705 4.2908 -3.4511 1.8939 0.3734 -0.2480 0.061
H -2.3427 0.8807 -2.9808 0.2095 0.5561 0.0928 0.133
C 4.7741 -3.0860 -2.4024 2.9996 -0.0646 1.4379 -0.124
N 3.4625 -3.5195 -2.5576 -0.6601 -1.1919 0.8027 -0.220
C 2.9483 -3.7385 -3.8933 -1.2567 -0.5032 1.0957 -0.046
C 2.6585 -3.6492 -1.4492 0.4037 1.2564 -1.6447 -0.313
O 1.4580 -3.7038 -1.5551 -1.2733 -0.7375 0.4193 -0.010
H 5.0990 -3.1694 -1.3066 -0.6235 0.4037 -1.3205 0.108
H 4.8784 -2.0438 -2.7380 0.2465 -0.3057 0.0681 0.056
H 5.5212 -3.7506 -2.9040 -0.5802 0.5269 -0.0677 0.092
H 3.0951 -2.8602 -4.4890 0.1478 0.4942 -0.4384 0.061
H 3.3617 -4.6397 -4.4074 -0.2358 0.5890 0.5699 0.099
H 1.8706 -3.8321 -3.6369 0.4274 -0.2532 -1.0585 0.087
H 3.1584 -3.5262 -0.4879 0.2727 -0.1560 0.1408 0.122
C 2.1869 1.5753 1.8045 -2.0203 -1.2376 0.0085 -0.043
N 2.3145 0.2661 1.1627 0.8937 1.4045 -1.5980 -0.176
C 3.0195 0.2615 -0.1390 -0.4439 -1.4935 0.7754 -0.036
C 1.8854 -0.8988 1.6720 0.1592 2.5557 0.7958 -0.385
O 1.9917 -1.9314 1.0843 -0.1306 -2.4066 -0.4204 0.018
H 3.0941 1.8075 2.2875 1.1845 0.7074 0.4664 0.068
H 1.4150 1.3819 2.5901 0.3981 0.8485 -0.5188 0.084
H 1.8778 2.3697 1.0677 0.3008 -0.9425 0.8881 0.079
H 2.8640 1.1643 -0.6866 -0.0850 0.7966 -0.1041 0.057
H 4.0848 0.0698 0.0053 0.0420 0.1546 -0.0638 0.098
H 2.6096 -0.5721 -0.7143 0.2601 0.1318 -0.0365 0.052
H 1.4717 -0.7205 2.6855 -0.2612 -0.5411 -0.0608 0.131
C 0.2786 -3.3770 4.0349 0.1251 1.0956 1.1994 -0.039
N -0.2198 -2.3323 4.9394 1.2213 -0.4620 1.1682 -0.170
C 0.1467 -2.4333 6.3390 0.5623 -0.2716 0.1074 -0.050
C -0.9544 -1.2857 4.5564 -0.2552 -1.0724 -1.9805 -0.383
O -1.4993 -0.4669 5.2419 -0.3619 1.3713 1.4363 0.015
H -0.1178 -3.1103 3.0849 -0.0140 -0.2655 -0.9389 0.034
H -0.0314 -4.3555 4.3717 -0.5918 -0.2645 -0.0229 0.089
H 1.3652 -3.4154 4.0718 0.1981 0.3120 -0.3370 0.092
H 1.2392 -2.2882 6.5681 -0.9144 -0.0389 -0.5363 0.106
H -0.4394 -1.7379 6.9128 -0.0930 0.4448 0.1185 0.073
H -0.1399 -3.4155 6.6716 0.0657 -0.5961 0.3304 0.078
H -1.1086 -1.2786 3.4778 0.0642 -0.0639 -0.5591 0.107
C -2.2916 -4.8575 -1.1110 -0.9435 0.9659 0.5741 -0.053
N -1.9205 -4.5071 0.2644 -0.1727 0.0680 0.6872 -0.180
C -0.6601 -5.0675 0.7442 -0.2971 -0.2620 0.8772 -0.039
C -2.5787 -3.4840 0.9421 -0.5905 -0.7569 -0.9133 -0.308
O -2.3793 -3.0580 2.0665 0.7149 -0.3985 -0.2427 -0.004
H -3.1292 -4.1609 -1.2326 0.0014 -0.3010 -0.9805 0.069
H -2.6765 -5.8906 -1.3070 0.5750 0.6804 0.6341 0.097
H -1.4721 -4.6022 -1.7912 -0.1699 -0.1463 0.0381 0.085
H -0.3213 -4.4367 1.5683 -0.1944 -0.4577 0.2270 0.055
H -0.7243 -6.1761 1.0567 0.0516 1.7378 -0.5809 0.119
H 0.0737 -4.8586 -0.0187 0.3662 -0.5440 -0.4232 0.052
H -3.4454 -3.0392 0.3715 0.7627 -0.6697 -0.0192 0.112
C 0.0985 6.1563 -0.4484 0.3207 -1.8864 -0.3276 -0.019
N 0.9222 4.9301 -0.6833 -1.5117 -0.4259 0.1738 -0.154
C 0.1695 3.6682 -0.7359 0.9137 -0.1469 -0.8918 -0.047
C 2.2430 4.8710 -0.6786 1.7196 2.8653 0.9363 -0.401
O 2.9876 3.9421 -0.8924 -0.1761 -1.1683 -0.2461 -0.007
H 0.6462 6.9005 0.0996 0.1577 0.2132 0.3563 0.076
H -0.7871 5.7807 0.0776 0.2578 0.5897 0.2185 0.069
H -0.2122 6.5478 -1.4072 -0.0910 0.2612 -0.2626 0.077
H -0.7849 3.8501 -1.1972 -0.3245 -0.0518 -0.2055 0.060
H 0.7230 2.9009 -1.3109 -0.2772 0.6332 0.0495 0.082
H 0.0227 3.2403 0.2322 -0.2382 0.0489 0.8455 0.046
H 2.7323 5.8774 -0.3712 -0.8075 -0.8981 -0.5503 0.151
C 2.3761 1.9603 -4.5132 0.0956 0.8220 0.0620 -0.062
C 2.9551 0.7848 -3.8899 0.1834 -2.7178 1.4380 -0.229
N 3.3004 -0.2390 -3.4344 -0.6221 2.5694 -1.0843 0.168
H 1.3457 1.7800 -4.8226 0.1531 -0.2478 -0.0717 0.070
H 3.0210 2.1851 -5.3606 -0.2226 0.2471 -0.1933 0.082
H 2.3267 2.8487 -3.8543 0.3245 -0.6275 -0.0767 0.090
C -3.7781 -0.2107 1.5067 -0.1951 1.6118 -0.2937 -0.069
C -3.8061 -0.4825 0.0573 0.2727 -0.2049 1.7413 -0.276
N -3.8752 -0.8661 -1.0164 0.0300 0.0783 -1.0218 0.145
H -4.5091 -0.8336 1.9996 0.2782 -0.5692 0.2333 0.085
H -4.1534 0.8107 1.6710 0.0050 -0.0933 -0.2619 0.082
H -2.7717 -0.1644 1.9458 -0.3886 -0.7096 -0.3363 0.041
C -2.0782 2.9366 4.4397 1.3467 1.4259 0.9275 -0.056
C -1.8182 3.9545 3.4024 -1.1778 -1.9917 2.3217 -0.278
N -1.6418 4.7840 2.6580 0.5423 1.8080 -1.8938 0.129
H -2.0129 1.9781 4.0116 0.4066 -1.3339 -0.3830 0.031
H -3.0328 2.9885 4.9481 -0.2726 0.5165 -0.2444 0.080
H -1.2854 3.0956 5.2280 -0.7753 -0.5205 -0.8243 0.108
C -0.1141 -0.2730 -1.2331 1.0093 0.5915 -0.5477 -0.031
C -0.4777 0.4515 -0.0224 -0.0560 -0.7769 -1.0118 -0.252
N -0.8428 0.9211 0.9512 -0.2948 0.6260 0.8849 0.186
H 0.6449 0.2877 -1.8251 -0.4549 -0.2714 0.5511 0.077
H -0.9698 -0.3651 -1.8980 -0.1111 -0.3239 0.2624 0.061
H 0.3351 -1.2273 -0.9482 -0.2398 -0.1220 -0.1181 0.075
```
Forces are in eV/Å.

The multiplicity is 1. The calculation puts the frontier orbital gap at 0.3433 Eh. The SMILES is CN(C)C=O.CN(C)C=O.CN(C)C=O.CN(C)C=O.CN(C)C=O.CN(C)C=O.CC#N.CC#N.CC#N.CC#N. The relative energy (zero: lowest compared OMol25 entry of this formula, charge and spin) is 189.3 kJ/mol.

---

What is the formula in the first record? C20H58O16